(1)
{"formula": "C12H20CaCl6F7KMgNO12P2S4", "method": "ωB97M-V/def2-TZVPD", "species": ["C", "C", "C", "Cl", "S", "O", "O", "N", "S", "O", "O", "P", "O", "O", "S", "H", "H", "H", "H", "H", "H", "H", "H", "Ca", "F", "P", "F", "F", "F", "F", "F", "K", "O", "H", "H", "Cl", "C", "Cl", "Cl", "Cl", "Cl", "O", "H", "C", "C", "O", "S", "O", "O", "O", "H", "H", "H", "H", "F", "C", "C", "C", "C", "C", "C", "H", "H", "H", "H", "H", "Mg"], "positions_angstrom": [[-2.7534, -0.9591, 4.5603], [-3.7751, 0.0477, 4.0030], [-4.2874, -0.2374, 2.6158], [-5.2016, -1.7307, 2.4880], [-3.0425, -0.1998, 1.3303], [-3.6826, -0.7684, 0.1369], [-1.8941, -1.0037, 1.7160], [-2.6920, 1.3147, 0.9147], [-1.4586, 2.0182, 1.6615], [-1.5372, 3.4305, 1.5228], [-1.0638, 1.5444, 2.9479], [0.1416, 1.3603, 0.3517], [1.2095, 0.7937, 1.3529], [0.7523, 2.4972, -0.5292], [-0.6174, -0.0434, -0.8332], [-1.7844, -0.4697, 4.5967], [-2.6783, -1.8394, 3.9310], [-3.0108, -1.2610, 5.5662], [-4.6414, -0.0112, 4.6531], [-3.4013, 1.0645, 4.1112], [-4.9861, 0.5523, 2.3570], [0.9787, -0.1371, 1.3851], [0.2264, 2.5233, -1.3421], [-2.8739, 0.3622, -2.0572], [-4.1306, 3.0127, 5.8847], [-2.6928, 3.4235, 6.6440], [-3.5806, 4.6768, 7.2523], [-1.3977, 2.4521, 7.0348], [-1.5732, 4.6375, 6.5862], [-2.1954, 3.1477, 5.0629], [-3.3056, 2.5767, 7.9288], [0.4669, -1.8185, 2.3669], [-5.5842, 3.8356, -2.1362], [-5.5901, 2.9045, -2.3708], [-5.1135, 4.2704, -2.8553], [3.2203, 2.6432, 0.2905], [5.2802, -3.5632, 3.1079], [4.7526, -4.9450, 2.1432], [6.7626, -2.8742, 2.4402], [4.0358, -2.2950, 3.0464], [5.5547, -4.0586, 4.7630], [-6.6845, -4.3725, 0.3454], [-6.6239, -3.4202, 0.5147], [-2.7585, 2.5639, -7.7169], [-4.0166, 1.8888, -8.2158], [-4.1601, 0.7408, -7.3407], [-3.6259, 1.0948, -5.9116], [-4.6970, 1.4432, -5.0366], [-2.7007, 0.0830, -5.5039], [-2.8279, 2.4072, -6.2773], [-1.8601, 2.0585, -8.0706], [-2.7095, 3.6156, -7.9798], [-3.9446, 1.5684, -9.2497], [-4.8957, 2.5210, -8.0918], [6.1443, -4.4089, -2.5221], [7.2778, -3.7831, -2.2135], [8.4595, -4.1715, -2.8272], [9.6363, -3.5048, -2.5033], [9.6327, -2.4715, -1.5669], [8.4423, -2.0935, -0.9560], [7.2493, -2.7488, -1.2845], [8.4500, -4.9813, -3.5443], [10.5615, -3.7951, -2.9810], [10.5541, -1.9649, -1.3167], [8.4328, -1.2937, -0.2273], [6.3101, -2.4635, -0.8263], [7.5182, -1.3865, -3.3267]], "forces_ev_per_angstrom": [[0.197, 0.373, -0.294], [0.355, -0.591, 0.889], [-0.404, 0.889, 0.256], [0.091, -0.529, 0.054], [0.312, -0.769, -0.810], [-0.194, 0.740, -1.559], [0.073, 0.230, 0.530], [-0.454, -0.572, 0.667], [0.257, 1.889, 0.931], [-0.238, 0.060, -0.948], [-0.219, -1.267, -0.226], [-0.841, 0.932, -0.444], [0.364, -0.459, -0.215], [-0.612, 0.014, 0.155], [1.185, -0.846, -0.911], [0.233, -0.020, 0.077], [-0.078, -0.275, 0.030], [-0.060, -0.031, 0.162], [-0.343, 0.241, -0.092], [0.002, 0.202, -0.204], [0.048, 0.216, -0.312], [0.528, 0.581, -0.291], [0.231, 0.343, -0.214], [-0.796, -0.315, 1.476], [0.058, -0.494, 0.281], [-0.120, 0.433, 0.045], [-0.053, -0.160, -0.325], [-0.118, -0.102, -0.472], [0.095, -0.394, 0.311], [0.094, 0.092, 0.001], [-0.007, 0.293, -0.084], [-0.639, -0.880, 0.918], [0.382, -0.137, 0.053], [-0.325, 0.001, -0.157], [-0.114, 0.099, -0.007], [0.967, -0.072, 0.030], [0.015, -0.084, 0.036], [0.039, 0.036, -0.053], [0.120, -0.073, -0.083], [-0.157, 0.165, 0.065], [-0.057, 0.030, 0.006], [0.134, 0.032, -0.063], [-0.044, 0.039, 0.032], [0.274, -0.188, -0.332], [-0.271, 0.454, -0.033], [0.166, -0.072, -0.044], [0.112, 0.159, -0.563], [0.251, -0.120, 0.560], [-0.131, -0.069, 0.726], [-0.217, 0.133, -0.043], [0.000, -0.014, 0.026], [-0.060, 0.079, 0.273], [0.014, -0.309, 0.088], [-0.002, -0.008, 0.011], [-0.024, 0.007, 0.018], [0.148, -0.158, 0.212], [0.031, -0.036, -0.180], [-0.088, 0.087, 0.035], [0.047, 0.045, -0.052], [0.044, -0.107, 0.022], [-0.288, 0.090, 0.208], [-0.025, -0.003, 0.002], [0.004, -0.019, -0.009], [0.006, 0.004, 0.007], [-0.043, 0.004, 0.010], [0.012, -0.090, 0.080], [0.131, 0.275, -0.260]], "total_charge": 1, "total_energy_ev": -235099.815, "gap_ev": 1.03, "mol_weight_g_mol": 1009.69}


(2)
{"formula": "C12H20Cl5N4O", "method": "ωB97M-V/def2-TZVPD", "species": ["C", "C", "C", "C", "C", "C", "N", "C", "N", "N", "N", "C", "O", "C", "Cl", "C", "C", "Cl", "H", "H", "H", "H", "H", "H", "H", "H", "H", "H", "H", "H", "H", "H", "H", "H", "H", "H", "H", "C", "Cl", "Cl", "Cl", "H"], "positions_angstrom": [[2.7152, -0.6186, 1.5255], [3.3344, -0.6823, 0.1271], [2.3364, -1.0772, -0.9612], [1.3779, 0.0632, -1.3607], [0.0246, -0.0818, -0.6401], [-0.7886, 1.2015, -0.7500], [-1.6704, 1.4571, 0.4538], [-1.2101, 2.3813, 1.3217], [-0.6665, 2.1175, 2.4860], [-1.3092, 3.7194, 0.8533], [-0.0528, 4.4047, 1.0945], [0.6889, 4.4870, 0.1118], [1.4241, 4.5170, -0.7736], [-2.3507, 0.2989, 0.9900], [-1.6485, -0.7052, 2.2173], [-3.5577, -0.0106, 0.5031], [-4.4193, -1.1559, 0.9060], [-4.2427, 0.9984, -0.7177], [2.0938, -1.4929, 1.7342], [2.0510, 0.2550, 1.6031], [3.4668, -0.4971, 2.3046], [4.1281, -1.4315, 0.1459], [3.7649, 0.2961, -0.0981], [1.7327, -1.9198, -0.6109], [2.8610, -1.4288, -1.8500], [1.2371, 0.1317, -2.4390], [1.8186, 0.9997, -0.9966], [-0.5255, -0.9198, -1.0728], [0.2503, -0.3395, 0.3932], [-0.1158, 2.0524, -0.8627], [-1.4367, 1.1692, -1.6251], [-0.1124, 1.2831, 2.6234], [-0.8469, 2.6900, 3.3004], [-1.9897, 4.2222, 1.4235], [-4.8498, -1.6115, 0.0134], [-3.8791, -1.9263, 1.4493], [-5.2583, -0.8072, 1.5125], [1.1082, -4.5171, -2.8950], [-0.2974, -3.8743, -2.0293], [1.3627, -3.6433, -4.4015], [2.5456, -4.4518, -1.8786], [0.9059, -5.5531, -3.1309]], "forces_ev_per_angstrom": [[-0.355, 0.407, -0.131], [-0.217, -0.326, 0.261], [-0.275, 0.206, -0.328], [-0.081, -0.018, 0.718], [0.344, -0.031, -0.205], [-0.623, 0.273, -0.706], [1.237, -0.935, 1.298], [-0.267, 0.352, -0.565], [-0.321, -0.142, 0.147], [0.671, -0.089, 0.420], [0.002, 0.195, 0.139], [-0.290, -0.471, -0.281], [0.109, 0.310, 0.224], [-0.478, 0.061, -0.400], [0.139, -0.024, -0.008], [0.151, 0.050, 0.146], [-0.128, -0.253, -0.173], [-0.043, 0.075, -0.018], [0.194, -0.095, 0.060], [0.044, -0.006, 0.018], [0.010, -0.125, -0.013], [0.122, 0.150, -0.044], [0.229, -0.140, -0.133], [0.130, -0.092, -0.047], [0.091, 0.030, 0.072], [0.035, 0.034, -0.003], [0.053, 0.095, -0.338], [-0.066, -0.006, 0.146], [-0.121, 0.083, 0.056], [-0.163, 0.090, 0.097], [0.012, 0.110, 0.017], [-0.562, -0.362, 0.128], [0.571, 0.443, -0.205], [-0.333, 0.017, -0.446], [0.024, 0.033, 0.003], [0.054, 0.116, 0.066], [0.086, 0.060, 0.019], [0.056, 0.089, -0.011], [-0.034, -0.016, 0.016], [-0.011, 0.005, 0.011], [0.020, -0.144, -0.011], [-0.017, -0.006, 0.005]], "de_lowest_kj_mol": 0.0, "total_charge": 1, "total_energy_ev": -83379.673, "gap_ev": 8.28, "mol_weight_g_mol": 413.58}


(3)
{"formula": "C12H20ClCuO10S", "method": "ωB97M-V/def2-TZVPD", "species": ["Cu", "Cl", "O", "C", "C", "O", "H", "H", "H", "H", "O", "C", "O", "C", "C", "C", "H", "H", "H", "H", "H", "H", "O", "C", "O", "C", "C", "C", "H", "H", "H", "H", "H", "H", "C", "C", "O", "S", "O", "O", "O", "H", "H", "H", "H"], "positions_angstrom": [[0.3558, 0.2294, 1.1679], [-0.2567, 0.3307, 3.8968], [0.7249, 0.3425, -1.1358], [1.6594, 1.3408, -1.1826], [2.4947, 1.5592, 0.0952], [1.8377, 1.3371, 1.2909], [1.1700, 2.2935, -1.5097], [2.3153, 1.2913, -2.0830], [2.9292, 2.5794, 0.0918], [3.3859, 0.8961, 0.0132], [1.0797, -2.0166, 1.3364], [1.6546, -2.3924, 0.3585], [1.2000, -3.4322, -0.3898], [2.2168, -3.8367, -1.2795], [3.0753, -2.5966, -1.4953], [2.9418, -1.8990, -0.1385], [1.8199, -4.2953, -2.1884], [2.7751, -4.6518, -0.7948], [2.7586, -1.9207, -2.2910], [4.0867, -2.8704, -1.8104], [3.0211, -0.8144, -0.2116], [3.7185, -2.1975, 0.5734], [-4.7523, -2.0876, 2.5282], [-3.9544, -2.0993, 1.6257], [-4.2765, -2.6626, 0.4466], [-3.2246, -2.6188, -0.5053], [-2.0039, -2.1114, 0.2783], [-2.5139, -1.5799, 1.6168], [-3.3163, -1.9300, -1.3484], [-2.9929, -3.5931, -0.9332], [-1.4027, -1.3651, -0.2518], [-1.2654, -2.9093, 0.3623], [-2.4315, -0.5368, 1.9236], [-1.9672, -2.0709, 2.4252], [-1.2304, 4.6051, -1.1246], [-0.1576, 4.7189, -0.0597], [-0.8713, 4.5086, 1.1493], [-2.0417, 3.4117, 0.9616], [-3.1242, 3.8682, 1.7859], [-1.4883, 2.1003, 1.0738], [-2.2551, 3.7488, -0.6382], [-0.9257, 4.2265, -2.0994], [-1.7073, 5.5799, -1.2920], [0.4035, 5.6472, -0.0917], [0.5357, 3.8735, -0.1467]], "forces_ev_per_angstrom": [[-0.874, -0.520, 0.205], [-0.233, -0.223, -0.325], [0.309, -0.515, 0.468], [-1.118, 0.258, -0.851], [-0.140, -0.190, 0.992], [1.601, 1.271, -0.885], [-0.367, 0.625, 0.619], [0.767, -0.613, 0.077], [0.088, 0.286, -0.352], [0.283, -0.030, -0.076], [-0.445, -0.499, -0.046], [-0.669, 0.727, 1.146], [-0.605, -0.407, -0.156], [0.481, -0.317, -0.513], [0.789, 0.030, -0.259], [1.561, 0.169, -0.995], [-0.414, 0.377, 0.036], [0.224, 0.214, 0.059], [-0.702, -0.168, 0.123], [0.132, -0.090, 0.427], [-0.567, -0.170, 0.156], [-0.032, -0.204, 0.006], [0.018, -0.016, -0.312], [0.626, 0.638, 1.151], [-0.799, -0.392, -1.133], [1.885, 0.787, 0.190], [1.396, 0.530, -0.357], [-0.468, -1.502, 0.231], [-1.183, 0.070, 0.152], [-0.513, -0.270, 0.240], [-0.400, 0.227, -0.215], [-0.229, -0.128, 0.611], [-0.048, 0.213, -0.642], [-0.196, -0.012, 0.145], [-0.666, 0.985, -0.684], [0.466, -2.028, -0.479], [-0.619, 0.567, 0.586], [1.500, -0.074, 0.121], [0.340, -0.373, -1.052], [-1.124, 1.049, -0.221], [-0.388, -0.504, 1.291], [0.403, -0.178, 0.234], [0.068, 0.036, 0.027], [-0.319, 0.204, 0.391], [0.179, 0.162, -0.132]], "total_charge": -2, "total_energy_ev": -101238.387, "gap_ev": 4.04, "mol_weight_g_mol": 455.35}


(4)
{"formula": "C12H20CoN2S4", "method": "ωB97M-V/def2-TZVPD", "species": ["Co", "C", "C", "S", "C", "C", "S", "C", "C", "S", "H", "H", "H", "H", "H", "H", "H", "H", "H", "H", "H", "H", "C", "C", "C", "C", "N", "C", "S", "N", "C", "H", "H", "H", "H", "H", "H", "H", "H"], "positions_angstrom": [[0.6205, -0.3447, 0.9423], [2.5625, -2.8616, 1.7894], [3.3964, -1.8346, 1.0460], [2.4919, -0.8202, -0.1637], [1.9634, -1.9543, -1.4941], [0.6886, -2.7369, -1.2041], [-0.5721, -1.6700, -0.4148], [-1.2603, -2.7433, 0.8855], [-0.2523, -3.3257, 1.8751], [1.0171, -2.1463, 2.4813], [2.2970, -3.6974, 1.1443], [3.1418, -3.2620, 2.6215], [3.8170, -1.0955, 1.7305], [4.2370, -2.3057, 0.5342], [1.8321, -1.3047, -2.3599], [2.7944, -2.6213, -1.7247], [0.2613, -3.1121, -2.1335], [0.8780, -3.5911, -0.5580], [-1.9747, -2.0943, 1.3944], [-1.8300, -3.5434, 0.4115], [-0.7970, -3.6837, 2.7489], [0.2703, -4.1856, 1.4595], [-3.4531, 4.6882, 0.0720], [-2.3300, 3.7494, -0.1608], [-1.6287, 3.6248, -1.3394], [-0.5840, 2.6979, -1.4226], [-0.2648, 1.9167, -0.3806], [-0.9378, 2.0473, 0.7441], [-0.5256, 1.1131, 2.1274], [-1.9558, 2.9406, 0.8598], [0.2365, 2.5591, -2.6504], [-3.6307, 5.3005, -0.8067], [-3.2296, 5.3442, 0.9149], [-4.3648, 4.1354, 0.3039], [-1.8860, 4.2414, -2.1864], [-2.4242, 3.0125, 1.7574], [-0.2022, 3.0806, -3.4958], [0.3711, 1.5060, -2.8921], [1.2269, 2.9768, -2.4563]], "forces_ev_per_angstrom": [[0.621, 0.449, -0.054], [-0.050, 0.006, -0.043], [-0.001, 0.032, -0.041], [0.168, -0.289, -0.081], [-0.042, 0.013, 0.076], [0.016, 0.051, 0.060], [-0.410, -0.353, -0.182], [0.017, 0.103, -0.058], [0.026, 0.065, 0.005], [-0.022, 0.053, -0.161], [-0.028, 0.023, 0.023], [-0.030, 0.018, 0.000], [-0.019, 0.017, -0.018], [-0.017, -0.009, -0.001], [-0.003, 0.036, 0.035], [0.006, -0.004, 0.014], [0.028, -0.015, 0.004], [-0.012, 0.044, 0.029], [0.014, 0.004, -0.027], [0.039, -0.015, 0.011], [0.033, 0.029, -0.001], [0.022, 0.032, 0.024], [-0.064, 0.084, 0.008], [0.169, -0.071, -0.191], [-0.014, -0.029, 0.134], [-0.214, 0.073, 0.031], [0.130, -0.215, -0.021], [-0.199, 0.216, 0.242], [-0.390, -0.323, 0.474], [0.211, 0.015, -0.161], [0.060, -0.033, -0.062], [-0.005, 0.001, -0.008], [-0.012, 0.012, 0.024], [-0.024, -0.003, 0.017], [0.007, 0.043, -0.004], [-0.022, -0.045, -0.040], [0.001, -0.005, -0.020], [-0.009, -0.024, -0.027], [0.017, 0.016, -0.008]], "total_charge": 2, "total_energy_ev": -96703.586, "gap_ev": [7.31, 8.63], "spin_multiplicity": 2, "mol_weight_g_mol": 379.51}